1.
Density functional theory data (the ωB97M-V functional and the def2-TZVPD basis) for a 5-piece molecular cluster, C3H15NO4 overall.

CARTESIAN COORDINATES (ANGSTROEM)
C (1.80784, -1.24666, 1.54615)
N (0.69130, -0.69838, 1.21275)
C (0.49964, 0.61524, 1.91391)
C (0.93901, 1.77567, 1.03262)
H (2.60573, -0.69709, 2.08925)
H (2.08313, -2.25696, 1.32817)
H (-0.62586, 0.72883, 2.19702)
H (0.92049, 0.52814, 2.96137)
H (0.13278, 2.46030, 0.99662)
H (1.85021, 2.24602, 1.43511)
H (1.16914, 1.38773, -0.07450)
O (-1.28537, -2.52737, -0.14695)
H (-1.16375, -1.80297, 0.46395)
H (-1.59146, -3.25911, 0.34382)
O (-1.62028, 0.70414, -3.00493)
H (-1.18280, -0.16354, -2.82516)
H (-0.92238, 1.24269, -2.87704)
O (-2.69732, 0.29572, -0.25083)
H (-3.24554, 0.17309, -0.92910)
H (-1.88589, 0.09667, -0.67535)
O (0.88014, 0.31271, -2.17653)
H (1.75738, 0.69566, -2.38520)
H (0.88385, -0.61053, -2.17516)

The value obtained for the energy above the lowest of the compared OMol25 structures with the same formula, charge and spin is 2.672 eV. Its SMILES is C=NCC.O.O.O.O. Its charge is 0.

***

2.
Density functional theory data (the ωB97M-V functional and the def2-TZVPD basis) for a 5-piece molecular cluster, C21H45ClO15S4 overall.

CARTESIAN COORDINATES (ANGSTROEM)
C (-1.79955, -2.22083, 0.64321)
C (-2.66578, -2.81668, -0.44572)
Cl (-4.41193, -2.43819, -0.18520)
C (-2.23433, -2.55109, -1.88002)
C (-2.03518, -1.07251, -2.32011)
C (-0.53829, -0.81143, -2.64091)
C (0.30256, -0.53692, -1.42552)
O (0.87389, -1.38833, -0.85179)
C (-2.79008, 0.03879, -1.63051)
C (-2.67259, 1.14451, -2.68753)
O (-2.88965, 0.44713, -3.89419)
C (-2.65340, -0.88271, -3.72867)
O (-2.86294, -1.65824, -4.54853)
H (-0.90521, -2.80679, 0.80621)
H (-1.52182, -1.19093, 0.47166)
H (-2.36225, -2.25285, 1.56866)
H (-2.60479, -3.88682, -0.31306)
H (-1.32250, -3.08302, -2.11071)
H (-3.00029, -2.98590, -2.51117)
H (-0.10598, -1.65869, -3.16047)
H (-0.45200, 0.03962, -3.31232)
H (0.38788, 0.51203, -1.07056)
H (-3.86157, -0.13204, -1.59847)
H (-2.50600, 0.35581, -0.63518)
H (-3.37566, 1.94130, -2.51157)
H (-1.67997, 1.58550, -2.62232)
C (0.30243, 4.39757, 3.58101)
C (-0.49222, 4.90218, 2.39224)
O (0.35377, 5.23044, 1.27541)
S (0.88939, 4.03599, 0.36890)
C (1.44365, 5.01352, -0.98405)
O (-0.22773, 3.23937, -0.05292)
O (2.01761, 3.43606, 1.00834)
H (0.75049, 3.42634, 3.37223)
H (-0.34627, 4.29392, 4.45136)
H (1.11259, 5.08608, 3.82131)
H (-1.25290, 4.18125, 2.08767)
H (-1.00684, 5.82476, 2.65511)
H (0.59031, 5.52005, -1.42834)
H (1.90269, 4.34201, -1.70695)
H (2.17505, 5.73119, -0.62222)
C (1.42932, -8.71499, 0.74443)
C (0.63353, -7.51371, 1.21703)
O (1.35605, -6.28280, 1.03724)
S (1.39552, -5.63621, -0.42037)
C (1.98384, -4.05064, 0.05710)
O (0.05199, -5.51736, -0.90432)
O (2.39710, -6.29884, -1.19557)
H (1.55142, -8.70599, -0.33849)
H (0.91957, -9.63788, 1.02266)
H (2.42643, -8.71275, 1.18553)
H (-0.33508, -7.45742, 0.71754)
H (0.44409, -7.59328, 2.28670)
H (1.24315, -3.58116, 0.69661)
H (2.12030, -3.46571, -0.84715)
H (2.93164, -4.16565, 0.57768)
C (3.15820, -5.00823, 3.54609)
C (3.47654, -5.25643, 5.00677)
O (2.65278, -4.46098, 5.87875)
S (1.16089, -4.95609, 6.14133)
C (0.82628, -3.92080, 7.52598)
O (1.19810, -6.32186, 6.56380)
O (0.33729, -4.55292, 5.04542)
H (2.16706, -5.37936, 3.29069)
H (3.88391, -5.51361, 2.90739)
H (3.17315, -3.93981, 3.32572)
H (3.38033, -6.31368, 5.25957)
H (4.50408, -4.96599, 5.21938)
H (1.49953, -4.18958, 8.33533)
H (-0.20689, -4.09405, 7.81894)
H (0.96474, -2.88422, 7.22990)
C (0.17030, 10.61613, -4.72216)
C (-0.96643, 9.98522, -3.94220)
O (-1.40364, 8.74484, -4.52990)
S (-0.53407, 7.44132, -4.25364)
C (-1.72103, 6.26279, -4.80416)
O (-0.34739, 7.30559, -2.83935)
O (0.58566, 7.42704, -5.13934)
H (1.08026, 10.02168, -4.64377)
H (0.38135, 11.61467, -4.33873)
H (-0.08291, 10.68767, -5.77992)
H (-0.69371, 9.82937, -2.89718)
H (-1.83477, 10.64144, -3.95617)
H (-2.59666, 6.32089, -4.16328)
H (-1.26205, 5.27902, -4.73048)
H (-1.97750, 6.48116, -5.83741)

For the total energy, the calculation gives -109080.9763 eV. Its SMILES is C[C@@H](Cl)C[C@]1(CC=O)CCOC1=O.CCOS(C)(=O)=O.CCOS(C)(=O)=O.CCOS(C)(=O)=O.CCOS(C)(=O)=O. Its charge is 0.

***

3.
Density functional theory data (the ωB97M-V functional and the def2-TZVPD basis) for a 2-piece molecular cluster, C4H8NO3 overall.

CARTESIAN COORDINATES (ANGSTROEM)
C (1.44232, -2.46645, -0.84494)
C (-0.02971, -2.20453, -0.68083)
O (-0.86806, -2.89514, -1.25162)
N (-0.34413, -1.17628, 0.12925)
H (-1.28265, -0.80815, 0.11495)
H (0.37208, -0.49679, 0.37591)
H (2.06386, -2.09105, -0.03810)
H (1.72338, -2.11132, -1.83520)
H (1.55148, -3.54671, -0.92467)
C (-1.25555, 2.82857, 0.73888)
C (0.14479, 2.22053, 0.62603)
O (0.96507, 2.75778, -0.13511)
O (0.33380, 1.18373, 1.33213)
H (-1.42511, 3.01265, 1.79466)
H (-2.03294, 2.09734, 0.50148)
H (-1.35862, 3.69584, 0.09719)

The value obtained for the energy above the lowest of the compared OMol25 structures with the same formula, charge and spin is 0.330 eV. Its charge is -1.

***

4.
Density functional theory data (the ωB97M-V functional and the def2-TZVPD basis) for C38H37GeN3PPdS3Se as an isolated structure.

CARTESIAN COORDINATES (ANGSTROEM)
Pd (-0.23055, -0.64807, -0.26660)
S (-0.76912, 0.32480, 1.87457)
P (-0.33171, -1.48876, 2.68111)
S (0.12868, -2.80715, 1.25787)
C (-1.73544, -2.02600, 3.69188)
C (-2.10771, -1.24720, 4.78679)
C (-3.19920, -1.61219, 5.55520)
C (-3.92302, -2.75509, 5.23399)
C (-3.55447, -3.52947, 4.14537)
C (-2.45956, -3.16569, 3.37153)
C (1.02640, -1.31750, 3.86991)
C (1.89798, -0.23665, 3.80567)
C (2.98319, -0.16976, 4.66877)
C (3.19683, -1.17888, 5.59557)
C (2.32500, -2.25852, 5.66376)
C (1.24271, -2.32986, 4.80265)
H (-1.54395, -0.35452, 5.03302)
H (-3.48775, -1.00687, 6.40462)
H (-4.77624, -3.03957, 5.83632)
H (-4.11836, -4.41936, 3.89710)
H (-2.15751, -3.76186, 2.51950)
H (1.71650, 0.55322, 3.08741)
H (3.65941, 0.67380, 4.61744)
H (4.04254, -1.12454, 6.26902)
H (2.48960, -3.04520, 6.38853)
H (0.56467, -3.17387, 4.85313)
C (-2.63119, 4.59933, 1.45490)
C (-3.26518, 3.47221, 0.95001)
C (-2.56021, 2.57096, 0.16599)
C (-1.21361, 2.78381, -0.13283)
C (-0.58821, 3.91677, 0.38568)
C (-1.29156, 4.81951, 1.17331)
Ge (-0.16609, 1.55828, -1.24742)
C (1.70065, 2.11969, -1.16488)
C (2.49416, 1.73374, -0.08413)
C (3.81451, 2.14552, 0.01129)
C (4.35957, 2.95719, -0.97469)
C (3.58038, 3.35525, -2.05080)
C (2.25833, 2.93742, -2.14554)
C (-0.84480, 1.72430, -3.08221)
C (-0.04439, 1.42092, -4.18707)
C (-0.53986, 1.53159, -5.47957)
C (-1.85274, 1.93548, -5.69022)
C (-2.65828, 2.24892, -4.60446)
C (-2.15254, 2.15460, -3.31279)
H (-3.17958, 5.30054, 2.07123)
H (-4.30828, 3.28852, 1.17543)
H (-3.06328, 1.68426, -0.20142)
H (0.46075, 4.09727, 0.17970)
H (-0.78909, 5.69309, 1.56949)
H (2.07695, 1.09327, 0.68617)
H (4.42541, 1.81941, 0.84354)
H (5.39323, 3.27182, -0.90618)
H (4.00151, 3.99081, -2.82009)
H (1.65987, 3.25889, -2.99095)
H (0.97059, 1.07979, -4.03233)
H (0.09918, 1.29890, -6.32287)
H (-2.24230, 2.01553, -6.69749)
H (-3.67887, 2.57496, -4.76050)
H (-2.79001, 2.41421, -2.47637)
Se (0.92580, -1.40449, -2.30066)
C (2.73496, -1.17346, -1.71658)
C (3.64399, -0.51809, -2.53882)
C (4.94926, -0.35270, -2.10170)
N (5.40003, -0.78098, -0.92482)
C (4.52059, -1.40844, -0.14527)
C (3.19592, -1.63299, -0.48752)
H (3.33982, -0.12547, -3.50059)
H (5.66801, 0.16280, -2.73054)
H (4.89395, -1.75635, 0.81284)
H (2.53916, -2.15296, 0.19677)
C (-1.58018, -2.05019, -4.74308)
N (-1.98964, -1.32254, -3.55948)
C (-2.30459, -1.89122, -2.40007)
S (-2.59167, -0.91094, -1.01032)
N (-2.38299, -3.21678, -2.33968)
C (-2.65975, -3.96678, -1.12174)
H (-1.32018, -1.32674, -5.50983)
H (-2.39394, -2.67465, -5.12124)
H (-0.70075, -2.66751, -4.53849)
H (-1.86655, -0.31896, -3.53645)
H (-2.16605, -3.74220, -3.17021)
H (-2.05095, -3.58867, -0.30240)
H (-2.40573, -5.00810, -1.30616)
H (-3.71247, -3.89361, -0.85007)

The value obtained for the energy above the lowest of the compared OMol25 structures with the same formula, charge and spin is 0.000 eV. Its spin multiplicity is 2. Its charge is 0.

***

5.
Density functional theory data (the ωB97M-V functional and the def2-TZVPD basis) for the molecule C3H6O2.

CARTESIAN COORDINATES (ANGSTROEM)
C (0.32881, -1.77388, -0.15411)
C (0.04151, -0.35657, 0.09075)
O (0.66687, 0.21000, 1.01514)
C (-0.52710, 1.25937, -0.24885)
O (-0.00110, 2.42139, 0.18291)
H (0.92098, -1.91509, -1.06087)
H (-0.58079, -2.30738, -0.30200)
H (0.86178, -2.19472, 0.66726)
H (-1.54249, 1.04422, 0.07043)
H (-0.42397, 1.22984, -1.33484)
H (0.26558, 2.37986, 1.08405)

The value obtained for the energy above the lowest of the compared OMol25 structures with the same formula, charge and spin is 3.905 eV. Its SMILES is CC(=O)CO. Its charge is 0.

***

6.
Density functional theory data (the ωB97M-V functional and the def2-TZVPD basis) for C20H24IIrNO9P as an isolated structure.

CARTESIAN COORDINATES (ANGSTROEM)
Ir (-0.14739, -0.22439, -0.30543)
O (3.03311, 2.24893, -2.19876)
C (2.09834, 1.63109, -1.50612)
O (1.84528, 0.44880, -1.59869)
C (1.37404, 2.52553, -0.55211)
C (1.75876, 3.83537, -0.31790)
C (1.07533, 4.55893, 0.64395)
C (0.04595, 3.94089, 1.33571)
C (-0.28239, 2.62921, 1.03223)
N (0.36668, 1.93701, 0.09237)
C (-1.32094, 1.82210, 1.76412)
O (-2.16142, 2.42138, 2.58520)
O (-1.37122, 0.62368, 1.61693)
H (3.47987, 1.61403, -2.78113)
H (2.58338, 4.26100, -0.87098)
H (1.35160, 5.58055, 0.86500)
H (-0.46736, 4.48531, 2.11743)
H (-2.07112, 3.38182, 2.59267)
I (-6.27056, -3.52519, -5.86393)
C (-4.85973, -2.79092, -4.61609)
C (-5.26699, -2.17971, -3.41028)
C (-4.29800, -1.68462, -2.57192)
C (-2.94749, -1.79022, -2.92665)
C (-2.55311, -2.39770, -4.12591)
C (-3.50030, -2.90603, -4.98063)
C (-1.89154, -1.25034, -1.99441)
O (-0.69430, -1.25178, -2.36284)
O (-2.25709, -0.81639, -0.86740)
H (-6.31490, -2.10787, -3.15347)
H (-4.55974, -1.21775, -1.63248)
H (-1.49932, -2.45654, -4.36120)
H (-3.21388, -3.38216, -5.90824)
C (-0.05093, -3.96582, 1.70071)
C (-0.32438, -2.77656, 2.58778)
O (0.69227, -1.74720, 2.50981)
P (1.32869, -1.10373, 1.21947)
O (2.45425, -2.07412, 0.66714)
C (2.35186, -2.87453, -0.53745)
C (3.58064, -2.65482, -1.38197)
O (2.17018, 0.08130, 1.84479)
C (3.14310, -0.12090, 2.91423)
C (3.59519, 1.23691, 3.38322)
H (-0.79391, -4.73599, 1.91000)
H (0.93634, -4.38539, 1.89485)
H (-0.13177, -3.70994, 0.64218)
H (-0.33163, -3.06078, 3.63635)
H (-1.27980, -2.30519, 2.35216)
H (1.43901, -2.60043, -1.07413)
H (2.27226, -3.91224, -0.21805)
H (3.62247, -1.63064, -1.74942)
H (3.55920, -3.33042, -2.23782)
H (4.48109, -2.86614, -0.80611)
H (3.96902, -0.70511, 2.50895)
H (2.66485, -0.68663, 3.71157)
H (4.06872, 1.79195, 2.57253)
H (4.32324, 1.12574, 4.18636)
H (2.75330, 1.81420, 3.76772)

The value obtained for the energy above the lowest of the compared OMol25 structures with the same formula, charge and spin is 0.120 eV. Its spin multiplicity is 5. Its charge is +2.

***

Look up the charge of the third one.
-1